1.
Computed, not measured: a structure of composition C18H13AuCl3N3O6S2 at a distorted geometry, with wB97M-V/def2-TZVPD.

The geometry in XYZ format:
```
46
Properties=species:S:1:pos:R:3:nbo_charge:R:1
Au -1.61274 -0.76309 0.65469 0.88
C 2.68107 -3.32934 -4.24445 -0.63
C 2.15416 -2.51937 -3.09188 0.02
C 2.96195 -1.60028 -2.43147 -0.21
C 2.50630 -0.91411 -1.31762 -0.22
C 1.22241 -1.13991 -0.84491 0.18
C 0.39469 -2.03031 -1.50912 -0.20
C 0.85722 -2.70722 -2.62406 -0.22
S 1.34018 -1.61259 1.68299 2.52
O 2.76609 -1.60714 1.68119 -0.93
O 0.64928 -2.82962 1.44475 -0.90
N 0.76637 -0.53999 0.41919 -0.79
C 1.08962 0.86669 0.57895 0.23
C 2.29449 1.29816 1.05512 -0.23
C 2.58546 2.67586 1.15892 -0.19
C 1.66642 3.60789 0.79489 -0.16
C 0.38099 3.20266 0.36312 -0.09
C -0.65020 4.13034 0.10214 -0.11
C -1.89990 3.68711 -0.21052 -0.26
C -2.11355 2.30057 -0.29481 0.09
N -1.16863 1.41680 -0.10559 -0.49
C 0.07945 1.82782 0.24739 0.14
H 3.48659 -2.80766 -4.75944 0.22
H 1.88989 -3.55077 -4.96027 0.22
H 3.07434 -4.28179 -3.88331 0.23
H 3.97600 -1.43398 -2.77444 0.21
H 3.15736 -0.21785 -0.80993 0.23
H -0.60984 -2.20852 -1.14212 0.22
H 0.20427 -3.40695 -3.13146 0.22
H 3.02923 0.57371 1.37465 0.26
H 3.55403 2.97875 1.53287 0.22
H 1.88777 4.66572 0.86402 0.22
H -0.43796 5.19014 0.17415 0.22
H -2.72031 4.37024 -0.37930 0.23
H -3.09872 1.90721 -0.52528 0.20
Cl -5.99747 1.52896 1.57572 0.16
C -5.75260 -0.16355 1.64674 -0.14
Cl -7.11536 -0.86697 0.20058 -0.15
Cl -6.24312 -0.98198 3.05197 0.18
C -4.59144 -0.65104 0.95344 0.28
N -3.68889 -1.03184 0.35185 -0.36
O -0.96128 0.69860 2.84731 -0.99
S -0.75273 -0.57577 3.49137 2.55
O -0.64438 -0.57403 4.90786 -0.91
O 0.89897 -0.90808 2.99194 -0.93
O -1.49549 -1.67348 2.89219 -0.99
```

Results
HOMO-LUMO gap = 6.55 eV



2.
Computed, not measured: an isolated molecule of C5H8O4S at a distorted geometry, with wB97M-V/def2-TZVPD.

The geometry in XYZ format:
```
18
Properties=species:S:1:pos:R:3:nbo_charge:R:1
C 0.56483 -1.92008 0.45874 -0.63
C 0.79654 -0.56750 -0.25877 0.05
O 1.03875 0.41258 0.73677 -0.53
C 0.71004 1.66811 0.57234 0.51
O 0.41826 2.23200 1.71398 -0.62
S 0.86456 2.39496 -0.86063 -0.18
C -0.39269 -0.06351 -1.10361 0.23
O -0.26624 -0.17747 -2.43783 -0.69
C -1.51133 0.25590 -0.43364 0.02
O -1.58254 0.32482 0.94566 -0.72
H 0.63940 -2.66597 -0.40327 0.23
H -0.46818 -1.77126 0.82817 0.23
H 1.29496 -1.90195 1.39636 0.23
H 1.77261 -0.65392 -0.88180 0.19
H 0.30062 1.52082 2.26814 0.49
H 0.52609 0.24502 -2.74710 0.49
H -2.28821 0.49533 -1.12352 0.19
H -2.41747 0.17213 1.33001 0.50
```

Results
HOMO-LUMO gap = 8.67 eV
SMILES = C[C@H](OC(O)=S)/C(O)=C\O



3.
Computed, not measured: the ion C5H8N with charge +1 at a distorted geometry, with wB97M-V/def2-TZVPD.

The geometry in XYZ format:
```
14
Properties=species:S:1:pos:R:3:nbo_charge:R:1
C 1.33299 -0.20592 0.13840 0.43
C 0.58715 -1.04395 -0.70405 -0.42
C 1.70645 1.11293 0.53350 -0.27
C -0.42622 0.13838 -0.10410 -0.01
C -1.96124 -0.40248 0.17112 -0.57
N 0.55916 0.37836 1.08158 -0.25
H 0.90108 -0.88325 -1.73189 0.28
H 0.28751 -2.00135 -0.26881 0.30
H 2.57255 1.32855 1.11294 0.28
H 1.64144 2.03638 -0.00940 0.25
H -0.30379 0.88557 -0.94138 0.24
H -2.31172 -0.12537 1.18085 0.26
H -2.02195 -1.43568 -0.03638 0.23
H -2.56343 0.21782 -0.42237 0.25
```

Results
HOMO-LUMO gap = 10.47 eV
charge = +1



4.
Computed, not measured: a structure of composition C59H41AsF9N4O2PZn, with wB97M-V/def2-TZVPD.

The geometry in XYZ format:
```
118
Properties=species:S:1:pos:R:3:mulliken_charge:R:1
Zn 0.61029 0.92752 0.51548 -0.18
C -10.86204 -3.83062 -4.95742 -0.85
O -9.58897 -3.72037 -5.59181 -0.46
C -8.59222 -3.15378 -4.90096 0.99
C -8.71990 -2.67009 -3.60288 -0.71
C -7.61972 -2.10925 -2.97398 -0.73
C -6.38988 -2.01745 -3.61217 0.36
C -6.27919 -2.49937 -4.92289 -0.43
C -7.36161 -3.05811 -5.55783 -0.70
C -5.20987 -1.46568 -2.94573 0.23
N -3.99544 -1.38588 -3.45909 -0.85
C -3.22577 -0.82559 -2.48064 0.75
C -3.96190 -0.55307 -1.35331 -0.10
N -5.23059 -0.96993 -1.66780 -0.07
C -3.40766 0.04583 -0.18868 0.60
C -4.11322 0.37351 0.98497 -0.87
C -3.46030 0.95615 2.03789 -0.93
C -2.08801 1.19307 1.93592 -0.41
N -1.40348 0.88403 0.85100 0.09
C -2.03745 0.33348 -0.21902 0.11
C -1.24775 0.07182 -1.40893 -0.05
N 0.07034 0.42045 -1.39505 0.19
C 0.79776 0.24692 -2.48655 -0.31
C 0.27381 -0.29031 -3.66398 -1.26
C -1.04289 -0.67059 -3.69065 -0.67
C -1.83630 -0.49048 -2.54423 0.47
H -11.51836 -4.28994 -5.68514 0.25
H -11.25101 -2.84774 -4.68771 0.35
H -10.80194 -4.46188 -4.06971 0.35
H -9.66329 -2.72950 -3.07888 0.42
H -7.75089 -1.73389 -1.96293 0.20
H -5.32788 -2.41788 -5.43152 0.48
H -7.28904 -3.43572 -6.57044 0.44
H -6.04805 -0.89746 -1.08912 0.18
H -5.17529 0.16434 1.05576 0.49
H -3.98350 1.21959 2.94743 0.50
H -1.53391 1.64075 2.75401 0.56
H 1.83970 0.54351 -2.43027 0.92
H 0.91823 -0.41122 -4.52581 0.57
H -1.49930 -1.10187 -4.57303 0.62
O 1.31526 2.59454 0.95983 0.89
As 2.48872 3.79588 0.93853 0.65
C 4.05813 3.10061 1.74882 0.18
C 3.98131 2.72538 3.08989 -0.27
C 5.08739 2.14898 3.69291 -0.88
C 6.25186 1.94589 2.95712 -0.41
C 6.31770 2.31887 1.62107 -0.85
C 5.21751 2.90238 1.00805 -0.55
C 2.81060 4.32042 -0.85908 0.01
C 3.69637 5.36487 -1.10687 -0.18
C 3.89625 5.78515 -2.41199 -0.79
C 3.20795 5.17149 -3.45275 -0.52
C 2.31639 4.13855 -3.19639 -0.72
C 2.11343 3.70688 -1.89247 -0.48
C 1.81564 5.28984 1.88937 0.40
C 0.51616 5.69306 1.58609 -0.49
C 0.00474 6.82560 2.19749 -0.72
C 0.79047 7.54367 3.09419 -0.49
C 2.08514 7.13557 3.38359 -0.76
C 2.60756 6.00206 2.77852 -0.20
H 3.07435 2.89737 3.65598 0.54
H 5.04883 1.86813 4.73875 0.48
H 7.11831 1.50457 3.43399 0.48
H 7.22985 2.16368 1.05772 0.47
H 5.26554 3.20274 -0.03047 0.47
H 4.21930 5.85241 -0.29324 0.50
H 4.58303 6.59497 -2.61837 0.42
H 3.36308 5.50890 -4.47006 0.41
H 1.77478 3.67253 -4.01104 0.46
H 1.40629 2.91714 -1.67642 0.40
H -0.08182 5.12897 0.88117 0.33
H -1.00283 7.15312 1.97184 0.41
H 0.39052 8.43083 3.56826 0.41
H 2.68957 7.69959 4.08148 0.43
H 3.61736 5.68250 3.00160 0.42
F 6.22234 -2.36168 5.85672 -0.28
C 5.57253 -3.34585 5.22100 0.69
F 4.92639 -4.08102 6.13932 -0.24
F 6.48287 -4.13671 4.63455 -0.25
C 4.60195 -2.80528 4.20178 0.22
C 4.42382 -1.44640 4.04773 -0.42
C 3.50274 -0.97647 3.11739 0.39
C 2.77200 -1.87254 2.35590 0.27
C 2.96291 -3.24956 2.50829 -0.79
C 3.87726 -3.71451 3.43281 -1.10
P 1.50645 -1.30549 1.17343 1.67
C 0.00349 -2.06811 1.89973 1.00
C -0.32799 -1.51906 3.14175 -1.20
C -1.47882 -1.90048 3.80635 -0.82
C -2.32839 -2.82593 3.22002 0.24
C -1.99714 -3.41050 2.01123 -1.26
C -0.83130 -3.03878 1.35395 -0.50
C -3.63361 -3.19028 3.87582 0.77
F -4.61866 -3.25166 2.95541 -0.25
F -3.57297 -4.37907 4.48185 -0.25
F -3.98841 -2.27572 4.79132 -0.28
C 2.06073 -2.05713 -0.39426 1.21
C 1.31761 -2.81195 -1.29482 -0.35
C 1.87562 -3.20929 -2.50422 -1.29
C 3.16612 -2.83167 -2.82881 0.21
C 3.92246 -2.07996 -1.94072 -1.05
C 3.37093 -1.70054 -0.72959 -0.79
C 3.70282 -3.13865 -4.20085 0.78
F 3.32850 -2.16100 -5.06107 -0.24
F 3.22359 -4.29193 -4.67357 -0.26
F 5.03710 -3.19524 -4.21330 -0.26
H 4.99931 -0.75610 4.65068 0.67
H 3.36703 0.09221 2.98752 0.42
H 2.39725 -3.95494 1.90769 0.41
H 4.03292 -4.77878 3.56370 0.43
H 0.32765 -0.78179 3.59782 0.54
H -1.72171 -1.47136 4.76991 0.53
H -2.64936 -4.15773 1.57437 0.50
H -0.59755 -3.53041 0.42674 0.33
H 0.29131 -3.07637 -1.10550 0.08
H 1.29395 -3.80511 -3.20011 0.47
H 4.93763 -1.79828 -2.19499 0.50
H 3.97038 -1.11931 -0.03438 0.53
```

Results
HOMO-LUMO gap = 6.26 eV
charge = +2



5.
Computed, not measured: an isolated molecule of C4H3BrClN at a distorted geometry, with wB97M-V/def2-TZVPD.

The geometry in XYZ format:
```
10
Properties=species:S:1:pos:R:3:nbo_charge:R:1
N 1.43830 2.15078 1.14710 -0.28
C 1.01946 1.15458 0.82330 0.25
C 0.36741 -0.05026 0.65460 -0.34
C 0.25591 -0.65031 -0.74529 -0.42
C -1.04403 -0.00750 -0.21338 -0.18
Cl -1.36313 1.45793 -1.06009 0.07
Br -2.39592 -1.25615 0.18534 0.13
H 0.53582 -0.67204 1.58283 0.28
H 0.82643 -0.33050 -1.63211 0.25
H 0.35976 -1.79653 -0.74229 0.24
```

Results
HOMO-LUMO gap = 10.51 eV
SMILES = N#C[C@@H]1C[C@@]1(Cl)Br



The records above yield ΔE to the lowest compared entry with this formula, charge and spin values of 0.0; 23.6; 125.9; 0.0; 0.2 kcal/mol, respectively.
The records above yield HOMO level values of -8.529; -8.223; -16.011; -11.721; -10.199 eV, respectively.
The records above yield electronic energy values of -98559.737; -24337.380; -6792.629; -214899.527; -88249.423 eV, respectively.